64
Properties=species:S:1:pos:R:3:forces:R:3 method="wB97M-V/def2-TZVPD" max_force_ev_per_a=5.098 e_homo_ha=-0.389 gap_ev=11.235 e_lumo_ev=0.639
C -4.860335 -1.617189 -1.887645 -0.1842 -0.5934 0.0821
C -4.243166 -3.005310 -2.046792 0.1155 0.5108 0.0082
C -2.714037 -2.979432 -2.177099 -0.2048 -0.4701 -0.2437
C -1.972381 -3.933706 -1.231155 -0.1708 0.6137 0.1013
C -0.906937 -3.231288 -0.392356 -0.2698 -0.8875 -0.4152
C -0.140372 -4.249611 0.433297 0.3552 0.5662 0.4962
C 0.753686 -3.632646 1.513618 -0.4064 -0.1164 -0.3095
C -0.065516 -2.946160 2.593371 0.4340 -0.0646 0.4036
C 0.747866 -2.274101 3.698668 0.4259 0.0648 0.0259
C 1.969393 -1.518032 3.209389 -0.0997 0.3351 -0.5315
C 1.650798 -0.431365 2.182746 -0.2433 -0.1208 0.2706
C 0.611785 0.598152 2.651179 0.7477 0.2406 -0.6021
C 0.949602 2.043019 2.216158 -0.9493 -0.2043 0.3994
C 0.040601 2.545657 1.090377 0.3869 -0.1549 0.0284
C 0.367047 2.019692 -0.312294 0.0846 -0.2346 0.6764
C 1.840040 1.911760 -0.683708 -0.2091 0.5058 -0.3024
C 2.691735 3.175896 -0.533506 -0.2368 -0.2343 -0.2340
C 2.033929 4.487606 -0.928214 0.4596 -0.1458 -0.2894
C 1.816543 4.630521 -2.456329 -0.5840 0.7081 0.3680
C 2.246082 5.968096 -2.836258 1.4545 4.7879 -0.9768
N 2.546929 7.095166 -3.068313 -1.1280 -4.3425 0.8058
C 0.321826 4.528542 -2.881017 0.2600 -0.2003 0.0953
C 0.103742 3.342693 -3.675391 -0.3629 -2.6385 -2.0100
N 0.009492 2.385522 -4.343285 0.1635 2.1946 1.6279
H -4.272580 -1.024301 -1.201844 0.1890 0.3150 0.1431
H -5.847030 -1.726739 -1.455221 -0.3559 0.1618 0.0128
H -4.962886 -1.108351 -2.835418 0.1136 0.2865 -0.2164
H -4.666512 -3.480019 -2.921337 -0.2375 -0.2285 -0.2033
H -4.552509 -3.599458 -1.195937 0.0812 -0.2495 0.2622
H -2.478392 -3.243659 -3.201327 0.2366 0.0126 -0.2762
H -2.352324 -1.964955 -2.056855 0.0988 0.2927 0.2053
H -2.695515 -4.349596 -0.535669 -0.1096 -0.3073 0.1078
H -1.535336 -4.755591 -1.782827 0.1512 -0.2958 -0.1140
H -1.433855 -2.515415 0.224332 0.0978 0.4073 0.1984
H -0.226757 -2.725501 -1.069513 0.2147 0.4018 0.0048
H 0.485713 -4.821489 -0.239869 0.0599 -0.3830 -0.1841
H -0.834684 -4.920597 0.928307 -0.2395 -0.3152 -0.0246
H 1.337746 -4.418233 1.982856 0.2378 -0.1989 0.0821
H 1.455103 -2.968140 1.023096 0.1976 0.2702 0.0011
H -0.652219 -3.729865 3.060640 -0.4462 -0.0780 0.0903
H -0.756405 -2.221275 2.184680 -0.1772 0.1692 -0.2822
H 1.081229 -2.997495 4.435308 0.0327 -0.3400 0.1128
H 0.127879 -1.574943 4.247041 -0.3556 0.0910 0.1449
H 2.692468 -2.191619 2.763272 0.1554 -0.3067 -0.0608
H 2.489904 -1.038466 4.031167 0.0148 0.0528 0.4070
H 1.290233 -0.868013 1.258942 -0.0565 -0.2566 -0.2716
H 2.588348 0.043883 1.921557 0.2491 0.3335 0.0043
H 0.475943 0.556593 3.723513 0.1392 -0.0066 0.3523
H -0.345420 0.339528 2.216945 -0.3900 -0.1387 0.0096
H 0.757522 2.682570 3.071352 0.0759 0.2569 0.1800
H 1.999612 2.142591 1.987705 0.3372 0.0205 -0.1402
H -0.953342 2.189335 1.332959 -0.4116 0.1221 0.0642
H -0.016179 3.628804 1.137362 0.1445 0.2696 -0.1888
H -0.039512 1.013821 -0.358456 -0.0973 -0.2943 -0.1884
H -0.190457 2.582114 -1.048629 -0.1311 0.1994 -0.2376
H 2.286591 1.103263 -0.124921 0.2487 -0.2287 0.2357
H 1.882801 1.601545 -1.723889 -0.0208 -0.1415 -0.2805
H 3.101210 3.270292 0.463339 -0.0625 0.0388 0.3647
H 3.548485 3.059149 -1.189917 0.3801 -0.0335 -0.0261
H 2.704243 5.280157 -0.625917 0.1761 0.2463 0.1268
H 1.101333 4.681201 -0.419090 -0.2936 -0.0840 0.1811
H 2.414798 3.928370 -3.017822 0.1558 -0.3586 -0.0764
H 0.020427 5.402245 -3.436721 -0.0765 0.2194 -0.3520
H -0.318404 4.496864 -2.013494 -0.1649 -0.0421 0.3579

70
Properties=species:S:1:pos:R:3:forces:R:3 method="wB97M-V/def2-TZVPD" max_force_ev_per_a=2.879 e_homo_ha="-0.524 / -0.558" gap_ev="8.286 / 5.889" charge=+2 s_squared=6.031 e_lumo_ev="-5.974 / -9.294" multiplicity=5
Pd -0.518649 -0.534604 -0.354282 0.1714 0.2153 -0.2330
C 1.302571 4.121433 -5.528008 0.4106 -0.3646 0.1276
Si 1.891091 2.782698 -4.328143 0.0300 -0.3021 -0.2841
C 2.961891 3.402827 -2.868505 0.8641 -1.9680 -1.2979
C 2.765653 1.399796 -5.345693 0.4890 1.1601 0.9523
C 0.215698 2.173063 -3.542737 -1.3162 1.3716 -0.3597
C -1.029456 2.792555 -3.903621 1.4024 1.1024 -0.5979
C -2.257195 2.416503 -3.471066 -0.2716 -1.8037 0.0718
C -2.323005 1.297220 -2.631202 1.5769 -0.0606 1.9651
N -1.203976 0.837870 -2.050417 -0.2980 0.1555 -0.5822
C 0.009126 1.273738 -2.529196 0.3877 -2.1643 0.4281
S 1.242804 0.177221 -1.984480 -0.2459 0.2053 0.4300
H 2.240945 4.545219 -5.946915 -0.7457 0.0177 0.0283
H 0.730987 4.893740 -5.005949 0.2957 0.1671 -0.1137
H 0.658442 3.733721 -6.347764 0.5997 0.1121 0.4394
H 3.831536 3.870757 -3.390570 -0.4531 -0.1806 0.7386
H 3.333624 2.510553 -2.261298 -0.3582 1.1592 -0.7833
H 2.467276 4.083738 -2.224659 -0.3808 0.7950 0.5446
H 3.873163 1.629869 -5.247939 -1.2322 -0.4187 -0.4398
H 2.410487 1.456049 -6.370049 0.2756 0.2023 -0.2214
H 2.581541 0.382630 -5.032855 0.0742 -0.2659 0.3809
H -1.046363 3.658092 -4.554612 0.3945 -0.1565 -0.2356
H -3.144885 2.823758 -3.896560 -0.5023 0.4212 -0.0023
H -3.173338 0.822643 -2.203366 -1.0535 0.0526 -0.2650
C -2.346130 1.431900 2.081661 -0.4960 -0.2784 -1.0238
Si -1.923635 -0.338912 2.431876 1.2006 -0.3440 1.2574
C -2.244370 -0.940645 4.208754 -1.7611 1.4422 -0.0863
C -3.136480 -1.161701 1.367831 -0.6888 0.0861 -1.4263
C -0.061360 -0.734433 2.108118 -0.2501 1.1242 0.0387
Si 1.119164 0.642543 2.802170 -1.0462 0.7847 -1.3201
C 1.735411 1.603621 1.252041 -0.4772 0.5686 -0.4821
C 2.457957 -0.200984 3.635888 0.3239 -1.7056 0.4210
C 0.454813 1.837904 4.072793 -1.0332 0.6845 -1.4633
Si 0.732919 -2.410618 1.772715 -0.4320 -0.0580 0.6771
C 0.947552 -3.374131 3.368639 -0.6220 0.5368 -0.2801
C 2.217536 -2.428195 0.694773 0.3414 -0.6369 1.8377
C -0.580469 -3.291305 0.744178 -0.2761 -0.2409 0.8253
C -1.200035 -4.486579 1.139877 0.3722 0.2363 0.3038
C -2.130897 -5.042810 0.292651 0.1027 1.0273 -0.6959
C -2.480883 -4.357784 -0.857283 -0.3905 -0.3059 -1.4314
C -1.887441 -3.164504 -1.185101 0.6026 0.7742 0.0305
N -0.943664 -2.643484 -0.364717 -0.6709 -0.2086 -0.8938
H -3.420223 1.528681 2.213508 -0.2730 -0.0174 0.1796
H -2.201656 1.683176 1.020605 0.1087 -0.2304 -0.0271
H -1.905934 2.226120 2.606164 0.7270 0.8689 0.9618
H -3.204067 -1.492223 4.243680 0.4672 -0.0983 -0.3778
H -2.560098 -0.017652 4.786672 1.0108 -0.9493 -0.1569
H -1.502867 -1.561965 4.678435 0.4035 0.1737 0.3676
H -4.087087 -0.650505 1.584171 0.0922 -0.3736 -0.0417
H -3.253765 -2.224080 1.410431 -0.1306 -0.6990 0.4135
H -2.949391 -0.978679 0.301690 -0.1554 0.2553 -0.1264
H 2.460959 0.976367 0.710326 -0.0227 0.4121 0.1138
H 2.215509 2.503212 1.656094 0.5780 -0.3347 0.1980
H 1.087068 2.148951 0.497860 0.0224 -1.1500 0.7576
H 2.919071 -0.984509 3.047542 0.6520 0.1485 -0.4501
H 1.993473 -0.831457 4.406252 0.0048 0.5414 0.3884
H 3.178755 0.458802 4.077616 0.4896 0.1783 0.2310
H -0.121974 2.680945 3.577676 0.7392 -0.8946 0.8129
H 1.284080 2.241516 4.649546 -0.0650 0.0069 0.0994
H -0.224439 1.268209 4.694193 -0.1756 0.1488 0.5312
H 1.761677 -2.956229 3.917968 0.4842 0.5750 0.5455
H 1.274608 -4.401505 3.225985 -0.5409 -0.2639 -0.1859
H 0.018938 -3.239366 3.953661 0.4997 -0.5530 -0.0744
H 2.953401 -3.117131 1.105376 0.3829 0.3408 0.4164
H 2.648644 -1.525675 0.396514 0.8459 1.4466 -0.2663
H 1.933881 -2.957404 -0.136101 -0.8484 -1.0762 -2.5318
H -0.944193 -4.899383 2.123889 -0.0324 -0.0616 -0.6421
H -2.637011 -5.957767 0.353775 -0.3402 -1.3172 1.0317
H -3.178682 -4.839377 -1.560581 0.2977 0.5008 0.4094
H -2.088646 -2.572038 -2.089914 -0.1354 -0.5167 0.4436

70
Properties=species:S:1:pos:R:3:forces:R:3 method="wB97M-V/def2-TZVPD" max_force_ev_per_a=2.329 e_homo_ha="-0.520 / -0.545" gap_ev="9.611 / 7.193" charge=+2 s_squared=6.022 e_lumo_ev="-4.527 / -7.635" multiplicity=5
Rh -2.222368 0.809903 0.599647 -0.0910 0.2783 -0.1444
C -5.420253 0.383838 1.123567 1.6377 -1.2704 1.0628
C -5.184884 1.698587 1.204369 0.7080 1.3426 0.8662
C -4.021878 1.865900 2.076488 -0.0698 0.0568 0.2343
C -3.572242 0.630601 2.590170 0.2021 0.2597 -1.0521
C -4.425374 -0.341374 1.940963 -0.1906 -0.0998 0.6496
H -6.174424 -0.067799 0.578410 -1.3186 -0.9298 -0.8851
H -5.774256 2.554105 0.856859 0.3222 -0.6360 -0.1736
H -3.605550 2.818332 2.314921 0.1713 0.5074 0.3011
H -2.790752 0.513685 3.364122 -0.8109 -0.1520 -0.5376
H -4.316837 -1.424589 2.129437 -0.4408 0.7871 -0.3730
C -1.314356 4.467907 0.098456 -0.1685 -0.2195 -0.0061
C -2.452575 3.876786 -0.671283 -0.0524 -0.1480 -0.0744
N -3.128278 4.630032 -1.542122 -0.4178 -0.0507 -0.1728
O -2.732210 2.673630 -0.511921 -0.3234 -0.2742 -0.2599
H -1.401896 5.550392 0.158837 0.2969 -0.0198 0.0566
H -0.411454 4.154510 -0.449712 -0.0878 0.3040 0.4045
H -1.331196 4.008100 1.104733 0.2135 0.3522 -0.5280
H -2.904763 5.596358 -1.731222 0.1495 -0.1230 0.2852
H -3.939291 4.272420 -2.048805 0.5365 -0.1384 0.3131
C 0.510182 -3.209635 -4.465041 -0.5812 0.0455 0.7005
C -0.982009 -3.127626 -4.051374 0.0607 -0.6004 1.2178
C -1.536910 -1.731050 -3.764873 -0.1482 1.0884 -0.7407
C -0.666419 -0.900707 -2.836688 0.2593 0.0530 1.0049
N -0.200433 -1.702763 -1.674594 0.1179 0.4739 0.3733
C -0.857927 -1.876780 -0.545001 -0.0729 -0.6022 1.2402
S -2.553787 -1.351266 -0.382655 0.8650 -0.0802 0.0621
N -0.254917 -2.521801 0.482349 -0.8254 0.6069 -0.7962
C -0.784438 -2.794384 1.819664 0.0838 0.2779 0.6012
C 0.336239 -3.374935 2.746498 -0.9134 1.2603 -1.4599
C 1.497261 -2.383161 2.956183 -0.5738 0.2782 -1.0201
C 2.468252 -2.081183 1.787825 0.0631 -0.7846 0.3510
H 0.808123 -4.209311 -4.811819 -0.2673 0.3954 0.0117
H 1.218207 -2.935426 -3.659834 -0.3807 -0.1303 -0.1896
H 0.632769 -2.477978 -5.242953 0.4199 0.1479 -0.6338
H -1.214820 -3.785474 -3.168029 0.3992 0.5132 -0.6975
H -1.612713 -3.504882 -4.833491 -0.1017 -0.4426 -0.5590
H -2.567161 -1.782897 -3.366881 0.4862 -0.1237 -0.1542
H -1.606342 -1.125288 -4.710990 0.0124 -0.6232 0.6763
H -1.155810 0.011470 -2.405865 0.3016 -0.7090 -0.7146
H 0.283419 -0.626973 -3.304725 -0.3391 0.2098 -0.2220
H 0.788360 -1.926201 -1.662933 -0.1923 -0.1901 -0.0747
H 0.660481 -2.904124 0.350295 0.4001 -0.0336 -0.4211
H -1.671500 -3.412990 1.730844 0.0646 -0.4920 0.0823
H -1.152957 -1.867229 2.259918 0.1326 0.2557 -0.0255
H 0.635445 -4.311741 2.316856 0.5506 -0.5712 -0.1917
H -0.141853 -3.615435 3.680768 -0.0828 0.0142 0.4646
H 2.109643 -2.798226 3.698788 0.7254 -0.4800 1.3889
H 1.088233 -1.431872 3.329433 0.0910 -0.2356 0.0616
H 2.737073 -3.015220 1.233146 -0.1318 0.7354 0.3192
H 3.394303 -1.657968 2.206046 -0.2572 -0.3503 -0.1890
H 2.072835 -1.329592 1.120418 -0.1389 0.0760 -0.4755
N -0.056442 1.021257 0.855126 -1.1245 -0.1574 -0.0315
C 1.079564 1.217481 0.789172 0.6135 0.0978 0.1439
N 2.355152 1.402340 0.717626 1.0960 1.0788 -1.2446
C 3.233329 1.175965 1.884442 -1.0166 0.7478 1.0852
C 4.614621 0.760046 1.478420 0.4891 -0.0931 -1.0573
C 5.185018 1.673492 0.369118 0.2509 -0.8027 0.0849
C 4.257544 1.767041 -0.826465 -0.4175 0.2064 -0.0940
C 2.929153 2.332223 -0.387298 -0.6318 -1.3302 1.0329
H 2.717076 0.442496 2.496152 0.1837 -0.2843 0.0969
H 3.199733 2.096271 2.504254 0.3853 -0.2306 -0.4033
H 4.553683 -0.206246 0.984889 -0.0465 -0.4919 0.3572
H 5.288160 0.688941 2.350891 -0.3708 0.0887 -0.4207
H 6.103570 1.240083 -0.031023 0.2414 0.2194 0.5185
H 5.365334 2.622916 0.823882 0.3970 0.9341 -0.0553
H 4.154245 0.766511 -1.265591 -0.2170 0.1664 0.0147
H 4.619198 2.427328 -1.625788 0.2613 -0.1470 0.2957
H 2.183671 2.332448 -1.163220 -0.2457 0.1577 -0.3879
H 3.061416 3.330725 0.028217 -0.1407 0.0310 0.1076